(1)
Density functional theory data (the ωB97M-V functional and the def2-TZVPD basis) for a structure of composition CH14FeO6.

Results
* gap between HOMO and LUMO (alpha / beta): 0.42292 / 0.36667 Eh
* charge: +2
* 2S+1: 5
* calculated total energy: -47922.17733 eV
* strongest force on any atom: 2.08 eV Å⁻¹
* LUMO (alpha / beta): -6.9056 / -6.8858 eV
* relative energy (zero: lowest compared OMol25 entry of this formula, charge and spin): 8.1 kcal/mol

```
22
Properties=species:S:1:pos:R:3:lowdin_spin:R:1
Fe -19.80054 19.90725 -21.28784 3.761
C -20.83421 21.10630 -18.40222 0.005
O -20.97239 20.72410 -19.78728 0.035
H -21.78241 21.14509 -17.86603 0.001
H -20.26366 20.31594 -17.91447 0.000
H -20.21453 21.99241 -18.26468 0.000
H -21.88944 20.94037 -19.97125 0.001
O -21.31871 19.86053 -22.68624 0.034
H -22.26047 19.96882 -22.55356 0.002
H -21.16862 20.14794 -23.58685 0.001
O -18.21032 19.97999 -19.80330 0.028
H -17.43243 20.53562 -19.75431 0.002
H -18.00923 19.23509 -19.23681 0.002
O -20.37161 17.98048 -20.72123 0.039
H -19.87832 17.16218 -20.77852 0.003
H -21.28764 17.70603 -20.67884 0.002
O -19.29353 21.83069 -21.75371 0.042
H -19.37481 22.59761 -21.18674 0.003
H -18.89838 22.16752 -22.55784 0.003
O -18.36392 19.21814 -22.63712 0.033
H -17.66881 18.58079 -22.47330 0.002
H -18.19450 19.53533 -23.52420 0.001
```



(2)
Density functional theory data (the ωB97M-V functional and the def2-TZVPD basis) for an isolated molecule of CH7NSi2.

Results
* gap between HOMO and LUMO: 0.30573 Eh
* charge: 0
* 2S+1: 1
* calculated total energy: -18393.91298 eV
* strongest force on any atom: 2.87 eV Å⁻¹
* LUMO: -0.0031 eV
* relative energy (zero: lowest compared OMol25 entry of this formula, charge and spin): 4.5 kcal/mol

```
11
Properties=species:S:1:pos:R:3:nbo_charge:R:1
C 0.10010 -1.37841 -0.18561 -0.411
N 0.55843 -0.01436 0.06931 -1.266
Si -0.35107 1.52246 -0.03923 1.003
Si 2.08386 0.68701 0.08763 0.872
H -0.84677 -1.69865 0.40748 0.194
H -0.17764 -1.70037 -1.18596 0.199
H 0.97273 -1.88039 0.13645 0.211
H -1.81921 1.28296 0.18328 -0.186
H 0.18644 2.17804 1.20862 -0.153
H -0.28316 2.38125 -1.16290 -0.179
H 3.03565 -0.52375 -0.16289 -0.285
```



(3)
Density functional theory data (the ωB97M-V functional and the def2-TZVPD basis) for a cluster of 6 separate species, C26H57Br2N6O6 in total.

Results
* gap between HOMO and LUMO: 0.26607 Eh
* charge: +1
* 2S+1: 1
* calculated total energy: -189183.70217 eV
* strongest force on any atom: 6.39 eV Å⁻¹
* LUMO: -3.3967 eV

```
97
Properties=species:S:1:pos:R:3:mulliken_charge:R:1
C 5.89431 3.27866 -0.12838 -0.476
O 5.65570 3.68899 -1.52748 -0.392
C 4.90780 4.98863 -1.57194 -0.434
C 3.53250 4.74526 -0.71404 -0.224
C 2.23349 5.62634 -1.28182 -0.711
C 0.97881 5.25425 -0.24643 0.053
C -0.42955 5.62131 -0.99976 -0.481
C -1.67724 5.99484 -0.00559 -0.629
C -1.71685 5.17531 1.41087 -0.183
N -1.52221 3.68064 1.30326 0.087
C -2.26291 3.01150 0.16745 -0.258
Br -4.18825 3.44669 -0.34798 -0.056
C -1.62881 1.92970 -0.68783 0.430
C -2.43648 1.21314 -1.96522 -0.694
Br 0.25418 1.23883 -0.38974 -0.220
H 5.01839 2.62810 0.33469 0.123
H 6.02520 4.25440 0.53392 0.261
H 6.86823 2.59596 -0.03014 0.237
H 5.58037 5.83056 -1.09033 0.286
H 4.58886 5.27218 -2.67347 0.322
H 3.22140 3.60644 -0.85986 0.073
H 3.69904 4.92759 0.43323 0.284
H 1.95387 5.28050 -2.38800 0.328
H 2.42542 6.79176 -1.22634 0.286
H 1.07512 5.78060 0.79726 0.235
H 1.03489 4.06782 -0.12552 -0.284
H -0.82127 4.75871 -1.72266 0.165
H -0.27507 6.56652 -1.71117 0.398
H -2.65962 5.94133 -0.63849 0.207
H -1.53879 7.14569 0.28059 0.412
H -2.72979 5.42926 1.98863 -0.170
H -0.85739 5.59351 2.12465 0.385
H -0.49559 3.49562 1.33793 0.486
H -1.91940 3.26574 2.19963 0.404
H -3.53813 0.90119 -1.66926 0.362
H -1.87289 0.19678 -2.21794 0.007
H -2.37869 1.88070 -2.92898 0.278
C -0.69221 -1.51852 -3.99794 0.060
O -1.17749 -0.40058 -4.11414 -0.682
N 0.57709 -1.88424 -4.39172 0.206
C 1.07779 -3.23209 -4.21882 -0.787
C 1.43873 -0.89049 -4.99760 -0.980
H -1.26206 -2.34947 -3.54991 0.441
H 1.96793 -3.19964 -3.58403 0.367
H 1.33996 -3.63999 -5.19920 0.396
H 0.32667 -3.87462 -3.75164 0.063
H 1.58066 -0.06546 -4.29311 0.259
H 0.95589 -0.50363 -5.90014 0.306
H 2.40799 -1.32525 -5.25591 0.406
C 1.09830 -4.23195 1.28923 0.268
O 1.15457 -4.78511 0.19854 -0.610
N 0.74998 -2.91524 1.50112 0.161
C 0.70720 -2.33461 2.82714 -0.866
C 0.41578 -2.08469 0.36290 -0.648
H 1.33301 -4.77238 2.22132 0.171
H -0.30713 -1.97521 3.02294 0.287
H 1.40869 -1.49648 2.86855 0.299
H 0.98091 -3.07004 3.58841 0.288
H -0.43476 -2.52799 -0.16359 0.250
H 1.27239 -2.05163 -0.31717 0.350
H 0.16204 -1.07131 0.68520 0.067
C 2.60779 -7.05020 4.33712 0.103
O 2.12251 -5.93227 4.22093 -0.588
N 3.87709 -7.41592 3.94334 0.114
C 4.37779 -8.76377 4.11624 -0.920
C 4.73873 -6.42218 3.33746 -0.865
H 2.03794 -7.88115 4.78515 0.281
H 5.26793 -8.73132 4.75104 0.338
H 4.63996 -9.17167 3.13586 0.341
H 3.62667 -9.40631 4.58343 0.290
H 4.88066 -5.59715 4.04195 0.286
H 4.25589 -6.03531 2.43492 0.239
H 5.70799 -6.85693 3.07915 0.371
C -1.43687 -5.85316 -5.06151 0.076
O -0.27699 -5.48466 -4.92865 -0.589
N -2.21935 -6.40470 -4.06981 0.138
C -3.58715 -6.81623 -4.30865 -0.939
C -1.65761 -6.57880 -2.74648 -0.839
H -1.96124 -5.76605 -6.02764 0.331
H -4.24688 -6.25423 -3.64135 0.339
H -3.67602 -7.88589 -4.09840 0.338
H -3.87995 -6.62836 -5.34512 0.292
H -1.34648 -5.60332 -2.36080 0.200
H -0.77855 -7.22676 -2.81553 0.290
H -2.39195 -7.02504 -2.07059 0.375
C -4.79549 6.26469 3.23752 0.151
O -3.63561 6.63319 3.37038 -0.676
N -5.57797 5.71315 4.22922 0.105
C -6.94578 5.30161 3.99038 -0.911
C -5.01624 5.53905 5.55254 -0.911
H -5.31987 6.35179 2.27139 0.328
H -7.60550 5.86362 4.65768 0.345
H -7.03465 4.23196 4.20063 0.351
H -7.23858 5.48948 2.95391 0.296
H -4.70510 6.51453 5.93822 0.299
H -4.13717 4.89109 5.48350 0.265
H -5.75057 5.09281 6.22844 0.389
```



(4)
Density functional theory data (the ωB97M-V functional and the def2-TZVPD basis) for a cluster of 2 separate species, C5H13NO in total.

Results
* gap between HOMO and LUMO: 0.39550 Eh
* charge: 0
* 2S+1: 1
* calculated total energy: -8933.74541 eV
* strongest force on any atom: 1.26 eV Å⁻¹
* SMILES string: CC(N)=O.CCC
* LUMO: 0.8740 eV
* relative energy (zero: lowest compared OMol25 entry of this formula, charge and spin): 6.1 kcal/mol

```
20
Properties=species:S:1:pos:R:3:nbo_charge:R:1
C -0.14362 1.06055 -2.10046 -0.715
C 0.80314 0.06059 -1.49894 0.677
O 0.67326 -1.14567 -1.57235 -0.614
N 1.82764 0.55081 -0.73382 -0.837
H -0.69175 0.55216 -2.88392 0.243
H 0.46487 1.88416 -2.47572 0.216
H 2.39828 -0.15269 -0.29672 0.402
H 2.23592 1.46193 -0.83458 0.391
H -0.91536 1.41488 -1.41865 0.242
C -1.34871 -0.69717 1.65710 -0.397
C 0.16656 -0.83394 1.62472 -0.632
C -1.80635 0.72305 2.04378 -0.596
H -1.77029 -0.89993 0.66848 0.197
H -1.84629 -1.37860 2.34779 0.198
H 0.44037 -1.52206 0.83641 0.227
H 0.55882 -1.24039 2.55899 0.202
H -1.67143 1.43938 1.23860 0.192
H -2.82181 0.70650 2.34700 0.203
H 0.71709 0.07379 1.40475 0.206
H -1.21962 1.10210 2.88485 0.196
```